(1)
Density functional theory data (the ωB97M-V functional and the def2-TZVPD basis) for a structure of composition C8H19I2LuO3P2 in a non-equilibrium geometry.

Positions of all 35 atoms, in Å:
I: 0.002 -1.281 -6.367
I: 0.001 1.427 -6.393
Lu: -0.001 0.038 0.418
P: -2.562 0.080 0.055
C: -3.418 0.015 -1.514
C: -3.094 -1.314 1.094
H: -4.174 -1.263 1.248
H: -4.162 1.533 1.137
H: -2.598 -1.316 2.076
H: -2.569 1.630 1.942
H: -3.120 -0.895 -2.055
H: -2.841 -2.266 0.603
C: -3.083 1.558 0.970
H: -4.499 0.023 -1.361
H: -2.826 2.463 0.398
H: -3.117 0.876 -2.130
P: 2.562 0.064 0.062
C: 3.423 -0.002 -1.504
C: 3.089 1.539 0.982
H: 2.585 -1.334 2.082
H: 4.163 -1.290 1.257
H: 2.825 -2.284 0.608
C: 3.083 -1.334 1.101
H: 2.570 1.612 1.952
H: 4.166 1.506 1.155
H: 4.503 0.002 -1.347
H: 3.127 0.860 -2.120
H: 2.840 2.445 0.410
H: 3.123 -0.911 -2.046
C: 0.003 0.001 -2.157
O: 0.004 -0.038 -3.295
O: -0.003 -0.558 4.449
C: -0.002 -0.575 3.246
O: -0.003 0.496 2.409
H: 0.000 -1.510 2.634

Its gap between HOMO and LUMO is 5.57 eV. For the energy relative to the best compared isomer or geometry (same formula, charge and spin), the calculation gives 40.62 kcal per mole. The energy is -83131.3949 eV. For the LUMO energy, the calculation gives -8.295 eV. For the highest occupied orbital energy, the calculation gives -13.86 eV. As for the total charge: +2. The multiplicity is 1.

(2)
Density functional theory data (the ωB97M-V functional and the def2-TZVPD basis) for a structure of composition C2H5O3P in a non-equilibrium geometry.

Positions of all 11 atoms, in Å:
C: -0.437 -1.699 0.001
C: 1.200 1.526 -0.013
O: -2.019 1.323 0.196
O: -0.844 -0.910 1.096
O: -0.723 -0.746 -0.996
P: -0.834 0.450 0.203
H: 0.530 -1.953 -0.123
H: -1.023 -2.680 -0.279
H: 1.588 1.187 0.850
H: 1.541 0.920 -0.816
H: 1.022 2.582 -0.119

Its gap between HOMO and LUMO is 10.49 eV. For the energy relative to the best compared isomer or geometry (same formula, charge and spin), the calculation gives 41.85 kcal per mole. The energy is -17585.5073 eV. For the LUMO energy, the calculation gives 0.239 eV. For the highest occupied orbital energy, the calculation gives -10.25 eV. As for the total charge: 0. The multiplicity is 1.

(3)
Density functional theory data (the ωB97M-V functional and the def2-TZVPD basis) for an isolated molecule of C22H34N2O5.

Positions of all 63 atoms, in Å:
C: -4.120 4.253 2.875
C: -3.058 3.894 1.834
C: -1.672 4.286 2.272
C: -1.047 5.427 1.794
C: 0.229 5.793 2.212
C: 0.894 5.005 3.132
C: 0.294 3.855 3.633
C: -0.977 3.502 3.202
O: -1.637 2.388 3.640
C: -0.878 1.331 4.201
C: -1.710 0.068 4.030
C: -1.777 -0.333 2.565
O: -2.806 -0.169 1.930
N: -0.638 -0.802 1.975
C: 0.606 -1.116 2.655
C: -0.631 -1.002 0.535
C: 0.002 0.182 -0.207
C: -0.828 1.450 -0.110
N: 0.201 -0.176 -1.604
C: 1.227 -0.968 -2.000
O: 2.028 -1.447 -1.221
C: 1.312 -1.175 -3.515
O: 2.208 -2.174 -3.888
C: 1.752 -3.480 -3.568
C: 2.808 -4.478 -4.003
C: 3.022 -4.477 -5.519
C: 1.929 -5.426 -6.025
O: 1.489 -6.195 -4.902
C: 2.321 -5.904 -3.786
H: -5.113 3.955 2.535
H: -3.919 3.744 3.818
H: -4.131 5.328 3.064
H: -3.091 2.818 1.649
H: -3.281 4.397 0.891
H: -1.571 6.039 1.069
H: 0.694 6.687 1.818
H: 1.885 5.278 3.471
H: 0.814 3.251 4.364
H: 0.084 1.250 3.689
H: -0.685 1.525 5.262
H: -1.308 -0.731 4.654
H: -2.732 0.266 4.346
H: 0.489 -1.076 3.732
H: 0.923 -2.125 2.386
H: 1.405 -0.428 2.368
H: -0.054 -1.900 0.312
H: -1.658 -1.139 0.199
H: 0.996 0.360 0.212
H: -0.974 1.735 0.931
H: -0.331 2.276 -0.620
H: -1.819 1.299 -0.546
H: -0.460 0.161 -2.285
H: 0.304 -1.372 -3.909
H: 1.667 -0.241 -3.958
H: 1.583 -3.563 -2.490
H: 0.803 -3.676 -4.087
H: 3.730 -4.271 -3.459
H: 2.944 -3.478 -5.944
H: 4.012 -4.869 -5.755
H: 1.064 -4.888 -6.421
H: 2.296 -6.097 -6.805
H: 3.169 -6.598 -3.746
H: 1.724 -6.032 -2.881

Its gap between HOMO and LUMO is 9.17 eV. For the energy relative to the best compared isomer or geometry (same formula, charge and spin), the calculation gives 3.72 kcal per mole. The energy is -36583.7530 eV. For the LUMO energy, the calculation gives 0.613 eV. For the highest occupied orbital energy, the calculation gives -8.55 eV. As for the total charge: 0. As for the SMILES: CCc1ccccc1OCCC(=O)N(C)C[C@H](C)NC(=O)COC[C@@H]1CCOC1. The multiplicity is 1.

(4)
Density functional theory data (the ωB97M-V functional and the def2-TZVPD basis) for a cluster of 2 separate species, CH3NOS in total in a non-equilibrium geometry.

Positions of all 7 atoms, in Å:
C: -0.417 -1.189 0.712
N: 1.047 0.342 -0.139
O: -1.299 -1.940 0.416
S: -0.194 1.485 -0.062
H: -0.126 -0.674 1.525
H: 1.431 0.185 -1.070
H: -0.443 1.790 -1.383

Its gap between HOMO and LUMO (spin up / spin down) is 8.66 / 7.50 eV. For the energy relative to the best compared isomer or geometry (same formula, charge and spin), the calculation gives 107.20 kcal per mole. The energy is -15454.1604 eV. For the LUMO energy (spin up / spin down), the calculation gives 0.311 / -0.270 eV. For the highest occupied orbital energy (spin up / spin down), the calculation gives -8.35 / -7.77 eV. As for the total charge: 0. The multiplicity is 1.